The following is a quantum chemistry calculation of a gas-phase ion, C16H34N3S (charge +1), from the Open Molecules 2025 dataset.

Computed properties:
Charge: +1
Energy relative to the best compared isomer or geometry (same formula, charge and spin): 2.02 kcal per mole
SMILES string: CCCCCCCCNC(=S)NCC[NH+]1CCCCC1
HOMO: -12.17 eV
Spin multiplicity: 1
Orbital gap: 9.94 eV

Geometry (Å):
C  -6.84148  -2.73906  -0.56737
C  -6.57742  -1.28133  -0.21192
C  -5.08343  -0.97050  -0.16473
H  -4.60475  -1.61678  0.57515
H  -4.63885  -1.19620  -1.13720
C  -4.81238  0.48980  0.18862
C  -3.31785  0.80199  0.22499
C  -3.05912  2.26886  0.56369
C  -1.57816  2.59918  0.75121
C  -0.79130  2.48248  -0.55388
N  0.59235  2.86909  -0.36734
C  1.64526  2.06212  -0.46561
S  1.49056  0.48031  -0.99847
N  2.85451  2.56132  -0.09921
H  2.87217  3.51834  0.22268
C  4.12598  2.00862  -0.52084
H  4.01406  1.56538  -1.51613
H  4.84155  2.82823  -0.59062
C  4.67025  0.95741  0.45821
N  4.06522  -0.36758  0.21151
C  3.85880  -1.16528  1.43676
C  3.04943  -2.41472  1.11122
C  3.76594  -3.25347  0.05881
C  4.02519  -2.39773  -1.17606
C  4.81344  -1.15182  -0.79319
H  4.98261  -0.52756  -1.67159
H  5.78177  -1.43001  -0.36725
H  4.58998  -2.95996  -1.91849
H  3.07631  -2.10266  -1.62736
H  3.15615  -4.11499  -0.20698
H  4.71126  -3.62386  0.45930
H  2.90507  -2.99045  2.02456
H  2.06642  -2.12074  0.73870
H  3.32333  -0.55279  2.16450
H  4.83400  -1.43564  1.85119
H  3.06973  -0.16119  -0.22875
H  4.43665  1.27253  1.47715
H  5.75526  0.88261  0.36239
H  0.73508  3.81414  -0.03554
H  -0.80784  1.45559  -0.91869
H  -1.23304  3.13134  -1.31563
H  -1.48691  3.62083  1.12936
H  -1.14586  1.92443  1.49385
H  -3.47460  2.90305  -0.22191
H  -3.58161  2.51044  1.49112
H  -2.88601  0.55873  -0.74765
H  -2.83660  0.16719  0.97300
H  -5.29701  1.13479  -0.54762
H  -5.25281  0.71291  1.16282
H  -7.02281  -1.05815  0.76000
H  -7.05620  -0.63525  -0.95095
H  -7.90986  -2.93674  -0.59802
H  -6.39162  -3.40017  0.17026
H  -6.42083  -2.97708  -1.54202

Forces on atoms 1 to 3 (eV/Å):
C -0.1 0.2 0.1
C 0.3 -0.3 -0.1
C -0.4 0.3 0.1


The following is a quantum chemistry calculation of C17H27ClN2O3S2 in the gas phase, from the Open Molecules 2025 dataset.

Computed properties:
Charge: 0
Energy relative to the best compared isomer or geometry (same formula, charge and spin): 6.27 kcal per mole
SMILES string: CCS[C@H](C)C(=O)N(C)CCOCCN(C)C(=O)c1c(C)csc1Cl
HOMO: -8.84 eV
Spin multiplicity: 1
Orbital gap: 9.36 eV

Geometry (Å):
C  4.27370  1.00170  -1.51081
C  3.32014  0.33050  -2.48718
S  1.93829  1.44642  -2.84191
C  0.98345  0.38600  -3.98005
C  1.51634  0.43945  -5.40197
C  -0.47853  0.83701  -3.93696
O  -0.94217  1.50309  -4.84613
N  -1.24984  0.44880  -2.88236
C  -2.64414  0.86585  -2.89991
C  -0.77241  -0.17955  -1.66520
C  -0.80559  0.77781  -0.47483
O  -0.28740  0.16398  0.68748
C  1.12127  0.23983  0.78059
C  1.58253  -0.30057  2.15503
N  0.52485  -0.95058  2.89826
C  0.19427  -2.30243  2.49270
C  -0.27633  -0.14894  3.64811
O  -0.08343  1.05016  3.76342
C  -1.43738  -0.77797  4.35347
C  -2.78591  -0.36616  4.09372
C  -3.14168  0.64826  3.05073
C  -3.66956  -1.00674  4.90297
S  -2.90816  -2.08752  5.99785
C  -1.36934  -1.69333  5.35456
Cl  0.04969  -2.43049  5.97874
H  5.11019  0.34071  -1.28275
H  4.67452  1.92460  -1.93021
H  3.76895  1.24821  -0.57572
H  3.83375  0.08525  -3.41708
H  2.92422  -0.59690  -2.06471
H  1.05720  -0.63313  -3.59456
H  0.95354  -0.23885  -6.04503
H  1.41682  1.44511  -5.80222
H  2.56648  0.14784  -5.42331
H  -3.03665  0.78153  -3.90975
H  -3.20951  0.21674  -2.23158
H  -2.76621  1.90271  -2.57819
H  -1.39745  -1.04935  -1.44022
H  0.24447  -0.53412  -1.80504
H  -0.24746  1.68712  -0.72134
H  -1.83495  1.05852  -0.24425
H  1.58761  -0.33519  -0.02924
H  1.44095  1.28075  0.66627
H  2.38997  -1.02132  2.01773
H  1.95282  0.52018  2.76287
H  -0.68319  -2.65696  3.02413
H  -0.01888  -2.33064  1.42118
H  1.02753  -2.97364  2.71011
H  -4.22229  0.72916  2.94205
H  -2.73500  1.62420  3.31608
H  -2.70818  0.37553  2.08645
H  -4.74190  -0.89264  4.91801

Forces on atoms 1 to 3 (eV/Å):
C 0.0 0.0 0.0
C 0.0 0.0 0.0
S 0.0 0.0 0.0


The following is a quantum chemistry calculation of a molecular structure, C25H21BrN4O8PbS in a non-equilibrium geometry, from the Open Molecules 2025 dataset.

Computed properties:
Charge: -2
Energy relative to the best compared isomer or geometry (same formula, charge and spin): 0.00 kcal per mole
HOMO: -2.60 eV
Spin multiplicity: 1
Orbital gap: 6.89 eV

Geometry (Å):
Pb  9.22196  9.06209  15.60506
O  7.08221  10.26237  21.84046
C  7.49889  10.07034  20.51270
C  6.59123  9.66410  19.56095
C  7.00094  9.39081  18.28172
N  8.27831  9.59640  17.95013
C  9.12899  10.11266  18.81896
C  8.77761  10.40181  20.13566
C  10.57963  10.39338  18.31249
O  11.33666  11.04558  19.05148
O  10.85881  9.85765  17.20034
C  6.07411  8.75410  17.21684
O  4.86223  8.70666  17.47876
O  6.66101  8.39734  16.14448
H  6.13416  10.09004  21.89650
H  5.52380  9.49262  19.74870
H  9.46279  10.90358  20.79934
C  10.91574  14.33117  11.65931
C  9.50653  14.79584  12.02327
N  9.00627  14.20736  13.25803
C  8.86533  15.08415  14.40891
C  7.56656  15.92999  14.40595
C  8.63357  12.85988  13.29940
S  7.87992  12.22403  14.67942
N  8.86921  12.24094  12.13111
C  8.96459  10.88529  12.02102
O  9.14101  10.01781  12.88306
C  8.96146  10.37760  10.59039
C  9.21422  9.01989  10.40484
C  9.31351  8.50711  9.11888
C  9.07062  9.30843  8.01439
C  8.73458  10.63762  8.20173
C  8.68283  11.16948  9.47806
H  11.21881  14.81116  10.71666
H  10.94133  13.25220  11.57326
H  11.62827  14.62585  12.46832
H  8.83028  14.57718  11.19337
H  9.54266  15.88621  12.13259
H  9.73100  15.74818  14.44492
H  8.80728  14.43095  15.26854
H  7.53576  16.61909  13.53814
H  7.57456  16.53555  15.31766
H  6.67528  15.28609  14.40637
H  9.39905  8.39558  11.28764
H  9.48227  7.42740  9.02160
H  9.14123  8.90605  7.00333
H  8.52133  11.25945  7.33230
H  8.46394  12.19674  9.66646
Br  12.43308  11.40504  14.17344
C  13.00209  9.69012  14.73852
C  14.33073  9.51996  15.08432
C  14.77162  8.26026  15.41445
C  13.86911  7.23882  15.46130
C  12.50748  7.52087  15.21068
N  12.09099  8.74318  14.83883
C  11.43177  6.43229  15.29871
O  11.88016  5.27667  15.23335
O  10.22763  6.81340  15.42138
H  15.05247  10.35022  15.02524
H  15.82377  8.13245  15.66666
H  14.13807  6.20467  15.66584

Forces on atoms 1 to 3 (eV/Å):
Pb -0.3 0.2 -0.3
O 0.5 0.0 -0.8
C -1.0 0.8 1.1


The following is a quantum chemistry calculation of 2 unconnected molecules or ions with the total composition C5H13O2 in a non-equilibrium geometry, from the Open Molecules 2025 dataset.

Computed properties:
Charge: -1
Energy relative to the best compared isomer or geometry (same formula, charge and spin): 52.71 kcal per mole
HOMO: -1.76 eV
Spin multiplicity: 1
Orbital gap: 4.99 eV

Geometry (Å):
C  1.42459  -0.46806  0.73165
O  0.95483  -1.70113  0.22189
C  0.25391  0.54549  0.80669
C  -0.72958  0.65911  -0.38275
C  -0.98503  2.16862  -0.63230
C  -0.23563  0.02815  -1.68964
H  2.30041  -0.08726  0.18893
H  1.76423  -0.67854  1.75416
H  -0.02219  0.48919  1.85604
H  0.78716  1.50730  0.77564
H  -1.69860  0.22936  -0.13293
H  -1.98935  2.33337  -0.95585
H  -0.33417  2.54945  -1.42044
H  -0.87738  2.73061  0.27980
H  0.76296  0.40551  -1.88720
H  -0.19241  -1.04954  -1.58801
H  -0.93214  0.30297  -2.45994
H  1.62272  -2.39347  0.17310
H  -0.86244  -3.31323  2.14208
O  -1.01188  -4.25792  2.21909

Forces on atoms 1 to 3 (eV/Å):
C -0.1 -0.9 0.4
O -0.3 0.0 -0.6
C 2.3 0.3 -0.4